Entry 1:
The following is a quantum chemistry calculation of C30H28BrCl3N4O5Se2V as an isolated structure, from OMol25.

Results
Charge = 0
E_HOMO (alpha / beta) = -0.27202 / -0.30336 hartree
Multiplicity = 4
Strongest force on any atom = 0.01748 Eh/bohr
Kohn-Sham gap (alpha / beta) = 0.25104 / 0.28033 Ha
<S²> = 3.76
ΔE to the lowest compared entry with this formula, charge and spin = 18.5 kcal/mol
E_LUMO (alpha / beta) = -0.57 / -0.63 eV

```
74
Properties=species:S:1:pos:R:3:forces:R:3
V -0.15303 0.74627 -1.50813 -0.05 -0.62 -0.65
Se -1.94027 -1.08565 -3.37821 0.11 0.14 0.37
Se -3.48030 -0.89683 -1.64523 -0.05 -0.03 -0.15
C -3.28185 0.96740 -1.22074 -0.02 -0.05 0.09
C -4.42772 1.74666 -1.24057 0.00 0.01 0.03
C -4.35462 3.05766 -0.79015 0.01 0.00 0.00
C -3.14563 3.53539 -0.31757 -0.09 -0.14 0.05
C -2.05157 2.68807 -0.33754 0.09 0.16 -0.05
N -2.10018 1.43598 -0.80751 -0.09 0.13 0.03
C -0.75616 -2.43864 -2.64756 0.08 -0.01 0.00
C 0.17055 -2.97039 -3.53916 0.01 0.02 0.01
C 1.03805 -3.93170 -3.05608 -0.01 0.01 0.02
C 0.94273 -4.32227 -1.72612 0.02 0.00 -0.01
C -0.02233 -3.72644 -0.93478 -0.03 -0.01 -0.01
N -0.86301 -2.79216 -1.38615 -0.06 -0.09 -0.03
H -5.35221 1.33094 -1.61439 0.00 0.00 0.00
H -5.23387 3.68799 -0.81178 0.00 0.01 0.00
H -3.03518 4.54132 0.06059 -0.02 0.00 0.00
H -1.07644 2.99099 0.02027 0.00 0.04 -0.06
H 0.20995 -2.63744 -4.56824 0.01 0.02 0.01
H 1.77992 -4.37224 -3.71014 -0.01 -0.01 0.00
H 1.59952 -5.07313 -1.30886 0.00 0.00 0.00
H -0.13328 -4.00195 0.10815 0.01 0.00 0.00
C 3.09829 -1.25250 -1.99580 0.00 0.04 0.02
O 1.97317 -1.01553 -1.15331 -0.03 -0.05 -0.03
C 2.04382 -1.48248 0.11712 0.06 0.08 0.05
C 3.11679 -2.18596 0.64124 0.01 0.01 -0.04
C 3.05787 -2.60993 1.96400 -0.01 -0.01 0.00
Br 4.53201 -3.57288 2.66430 0.00 0.00 0.00
C 1.96976 -2.36299 2.76641 0.02 0.00 -0.01
C 0.88646 -1.65436 2.23783 0.00 -0.04 -0.05
C 0.93839 -1.20750 0.92560 -0.16 -0.14 -0.02
O -0.11346 -0.48636 0.38796 0.03 0.46 0.31
C -0.28151 -1.42830 3.10582 -0.03 0.01 0.02
N -0.25046 -1.55220 4.40610 0.04 -0.02 -0.01
C -1.54555 -1.30711 4.82160 -0.03 0.02 -0.02
C -2.08525 -1.29420 6.10786 -0.01 -0.01 0.00
C -3.42907 -1.01052 6.24078 0.01 0.00 0.01
C -4.23533 -0.74059 5.12262 -0.01 0.00 -0.01
C -3.71974 -0.74646 3.84165 -0.02 0.00 0.00
C -2.36429 -1.03482 3.71523 0.00 0.01 0.03
N -1.52734 -1.11609 2.62786 0.06 -0.02 -0.04
H 3.98085 -0.74161 -1.60287 0.01 -0.01 0.01
H 2.83154 -0.84528 -2.96452 0.00 0.00 0.00
H 3.29649 -2.32312 -2.07515 0.00 -0.01 -0.01
H 3.99092 -2.40254 0.04774 0.00 0.00 -0.01
H 1.92724 -2.69973 3.79147 -0.01 0.01 0.00
H 0.07312 0.47076 0.66693 0.25 -0.15 -0.09
H -1.45896 -1.50191 6.96504 0.00 0.00 0.00
H -3.87701 -0.99399 7.22568 0.00 0.00 0.00
H -5.28518 -0.52347 5.27070 0.00 0.00 0.00
H -4.34358 -0.53868 2.98159 0.01 0.00 0.00
H -1.74432 -0.99215 1.65250 -0.01 0.02 -0.02
C 2.60627 2.66293 -1.36492 -0.02 0.01 -0.01
C 1.85011 2.68079 -0.03556 0.12 -0.05 0.02
C 1.33066 4.09403 0.23521 -0.01 0.00 0.01
C 2.77705 2.24106 1.09770 -0.02 -0.02 0.00
O 0.76833 1.78571 -0.09411 -0.30 0.09 0.09
H 3.50350 3.28397 -1.32521 0.00 0.01 0.01
H 1.96775 3.04111 -2.16751 0.00 -0.01 0.00
H 2.90386 1.64152 -1.61258 0.01 0.00 0.01
H 2.14759 4.81473 0.30853 0.00 0.00 0.00
H 0.77197 4.11442 1.17416 0.00 0.00 0.00
H 0.67066 4.41138 -0.57610 0.00 0.00 0.00
H 3.59927 2.94388 1.24688 0.01 0.00 -0.01
H 3.19651 1.25627 0.87683 -0.01 0.00 0.00
H 2.21083 2.16626 2.02859 0.00 0.01 0.00
Cl 2.37001 1.73814 -5.79729 0.01 0.00 0.00
C 0.65760 1.85590 -5.38335 -0.03 -0.03 -0.03
Cl -0.28995 0.76874 -6.43406 0.00 0.00 0.00
Cl 0.10797 3.51255 -5.60183 0.00 0.00 0.00
C 0.42546 1.35404 -3.93419 0.00 0.03 0.10
O 1.04618 0.34391 -3.56185 0.01 0.03 0.11
O -0.41037 1.96134 -3.22337 0.11 0.19 -0.02
```
Positions in Å, forces in eV/Å.

=====

Entry 2:
The following is a quantum chemistry calculation of C30H28BrF14LaN2O4 as an isolated structure at a distorted geometry, from OMol25.

Results
Charge = -2
E_HOMO (alpha / beta) = -0.05963 / -0.05963 hartree
Multiplicity = 1
Strongest force on any atom = 0.03279 Eh/bohr
Kohn-Sham gap (alpha / beta) = 0.20877 / 0.20892 Ha
ΔE to the lowest compared entry with this formula, charge and spin = 0.0 kcal/mol
E_LUMO (alpha / beta) = 4.06 / 4.06 eV

```
80
Properties=species:S:1:pos:R:3:forces:R:3
La -0.36184 -0.78839 1.00161 -0.77 -0.17 -0.90
Br -4.67413 -3.35735 6.36125 -0.02 -0.02 0.06
C -3.49354 -2.72574 4.98844 0.03 0.04 -0.18
C -2.25969 -2.21087 5.33132 -0.12 -0.10 -0.12
C -1.42854 -1.76389 4.30019 0.20 0.11 0.34
C -1.75939 -1.79388 2.94299 -0.39 -0.05 0.43
C -3.03220 -2.33248 2.68313 0.00 -0.02 -0.10
C -3.89996 -2.79515 3.66437 0.03 -0.03 0.19
H -1.96342 -2.16313 6.37210 0.06 0.03 -0.02
H -0.46562 -1.35634 4.60689 0.00 -0.01 -0.03
H -3.38411 -2.41971 1.65560 0.02 0.06 0.01
H -4.87117 -3.20777 3.41930 0.01 0.01 -0.05
F 0.42534 -6.08988 -1.20166 -0.01 -0.08 0.03
C -0.24614 -4.91712 -1.19603 -0.02 -0.12 0.06
F -1.41294 -5.13174 -1.82746 -0.11 -0.05 0.01
F 0.44612 -4.07172 -1.94788 0.14 0.17 -0.06
C -0.49169 -4.33802 0.23742 -0.08 0.49 -0.20
O -0.83702 -3.04798 0.12196 0.34 0.10 0.22
C 0.82471 -4.52157 1.07236 0.07 0.14 -0.18
F 1.00888 -5.77583 1.52351 -0.05 -0.09 0.04
F 1.89993 -4.21339 0.33125 -0.01 -0.04 -0.03
F 0.83801 -3.70826 2.13143 -0.12 -0.02 0.05
C -1.62905 -5.16325 0.92199 0.00 -0.15 0.04
F -2.82966 -4.76143 0.51194 -0.05 0.02 -0.09
F -1.58987 -5.03864 2.24972 0.05 0.01 0.06
F -1.54910 -6.49183 0.65324 0.04 0.03 -0.01
F -3.22137 0.72964 2.07666 0.03 0.05 0.14
C -2.09437 1.25736 1.42510 -0.51 0.33 -0.27
F -1.42911 2.01910 2.42065 -0.09 -0.10 0.04
C -2.74696 2.33714 0.54767 0.47 -0.13 0.06
F -3.47105 1.79477 -0.44386 -0.05 -0.09 -0.02
F -1.82374 3.13760 -0.02507 -0.02 0.00 0.02
F -3.58391 3.15498 1.23070 -0.07 0.12 -0.01
O 1.30050 -0.46908 2.79802 1.35 -0.34 0.29
N 2.31776 -0.96458 2.16329 -1.63 0.31 -0.30
O 3.40371 -1.06370 2.65883 0.26 -0.02 0.08
O 2.04843 -1.31580 0.96898 1.28 -0.13 0.55
C -2.84447 -1.72969 -2.97614 -0.03 -0.08 -0.07
C -1.93378 -0.53613 -3.08838 0.07 0.12 -0.10
C -2.02434 0.34577 -4.16993 -0.03 -0.10 0.11
C -1.16066 1.42899 -4.19555 0.07 0.17 -0.08
C -1.22945 2.40173 -5.35023 0.05 0.05 -0.03
C -0.24031 1.67311 -3.18225 -0.07 -0.16 0.13
C -0.12225 0.83394 -2.02711 -0.13 0.04 -0.04
C -0.99986 -0.30134 -2.10703 -0.14 -0.07 0.16
N 0.61772 0.95060 -0.90303 -0.22 -0.05 -0.17
C 1.65249 1.95185 -0.64121 0.00 0.01 0.08
C 1.66602 3.27524 -1.44404 -0.04 -0.03 -0.05
C 2.77435 4.22371 -0.96124 0.00 -0.04 0.03
C 2.59801 4.56277 0.51685 0.02 0.08 0.04
C 2.62999 3.26649 1.32441 -0.02 0.01 -0.08
C 3.97330 2.55906 1.11851 0.03 0.02 0.07
C 4.16970 2.24135 -0.36800 -0.06 -0.02 0.03
C 4.13226 3.54545 -1.16600 0.03 0.04 -0.05
C 3.04347 1.31387 -0.83770 -0.04 -0.09 -0.05
C 1.49752 2.36334 0.83642 -0.10 0.00 0.07
H -3.08343 -2.12915 -3.96495 0.00 -0.01 0.02
H -3.78805 -1.46051 -2.49384 0.01 0.06 -0.01
H -2.39431 -2.52509 -2.38026 0.02 0.03 0.00
H -2.73941 0.18162 -4.96905 0.00 0.00 0.00
H -1.92562 2.05373 -6.11524 0.00 0.00 0.00
H -0.25050 2.53506 -5.81904 0.00 -0.03 0.01
H -1.55936 3.39043 -5.01958 -0.02 -0.02 0.03
H 0.35541 2.55822 -3.29262 0.04 0.07 -0.01
H -0.96843 -1.09017 -1.36603 0.19 -0.15 -0.08
H 0.68629 3.75884 -1.38847 0.00 0.00 0.03
H 1.87690 3.06253 -2.49086 0.02 -0.01 -0.04
H 2.73513 5.14268 -1.55713 -0.02 0.01 -0.01
H 1.64376 5.07529 0.67643 -0.01 -0.02 -0.01
H 3.39273 5.24530 0.84589 0.01 -0.02 -0.01
H 2.48458 3.48465 2.38654 0.01 -0.01 0.01
H 3.99991 1.63584 1.70605 0.00 -0.01 -0.02
H 4.79054 3.19628 1.48062 0.00 0.00 -0.02
H 5.13585 1.74577 -0.51103 0.01 0.00 0.00
H 4.28638 3.34112 -2.23166 -0.01 -0.03 0.01
H 4.94190 4.21342 -0.84537 -0.01 0.00 0.02
H 3.07223 0.36644 -0.29698 0.02 0.03 0.02
H 3.15268 1.06961 -1.90151 0.05 0.03 0.01
H 0.52951 2.85763 0.95160 0.03 0.04 0.00
H 1.46184 1.48827 1.48814 0.06 -0.15 -0.09
```
Positions in Å, forces in eV/Å.

=====

Which of these has the lowest charge? C30H28BrF14LaN2O4

=====

charge of number 1 (C30H28BrCl3N4O5Se2V)? 0

=====

Which formula does entry 1 have? C30H28BrCl3N4O5Se2V

=====

What is the strongest force on any atom in the first record? 0.01748 Eh/bohr